[1]
Density functional theory data (ωB97M-V with the def2-TZVPD basis set) for a molecular structure, C24H59BrFNO5Sb.

Computed properties:
Charge = -1

Structure (XYZ):
```
92
C24H59BrFNO5Sb, DFT ωB97M-V with the def2-TZVPD basis set
C -0.268 -3.609 -4.526
C 0.185 -3.347 -3.002
C -0.719 -2.238 -2.261
F -2.107 -2.698 -2.311
Sb -0.411 -0.269 -3.257
C -1.703 0.792 -1.795
C -3.178 0.833 -2.401
C -4.055 2.079 -1.902
Br -3.441 3.825 -2.647
C 1.421 -0.026 -1.996
C 1.932 1.500 -1.992
N 3.417 1.534 -2.163
C 3.836 1.907 -3.536
C 3.249 0.965 -4.681
C 4.049 2.412 -1.155
C 4.228 1.724 0.285
O 4.399 3.579 -1.401
H -1.251 -3.102 -4.776
H 0.515 -3.153 -5.213
H -0.359 -4.711 -4.772
H 0.215 -4.298 -2.380
H 1.242 -2.925 -3.044
H -0.362 -2.231 -1.178
H 0.658 -0.960 -4.500
H -1.748 -0.649 -4.328
H -0.141 1.301 -4.053
H -1.296 1.848 -1.691
H -1.688 0.328 -0.748
H -3.752 -0.099 -2.071
H -3.123 0.880 -3.531
H -5.110 1.921 -2.318
H -4.172 2.136 -0.778
H 2.234 -0.709 -2.420
H 1.146 -0.414 -0.965
H 1.719 1.883 -0.930
H 1.359 2.174 -2.699
H 4.977 1.783 -3.578
H 3.631 2.986 -3.824
H 3.606 -0.109 -4.580
H 3.688 1.355 -5.666
H 2.123 1.055 -4.751
H 3.544 2.203 1.048
H 5.324 1.726 0.572
H 3.928 0.621 0.216
C -4.754 -2.610 1.260
C -5.256 -3.835 0.510
C -4.185 -4.910 0.429
O -5.649 -3.457 -0.807
H -3.894 -2.166 0.749
H -5.530 -1.841 1.301
H -4.461 -2.865 2.282
H -6.142 -4.235 1.011
H -3.306 -4.544 -0.110
H -4.555 -5.779 -0.122
H -3.873 -5.235 1.426
H -4.871 -3.101 -1.259
C -1.406 -8.622 -2.352
C -1.568 -7.354 -3.176
C -2.756 -6.531 -2.704
O -1.747 -7.701 -4.548
H -2.291 -9.261 -2.442
H -0.555 -9.207 -2.710
H -1.251 -8.389 -1.295
H -0.657 -6.753 -3.108
H -3.688 -7.097 -2.806
H -2.865 -5.630 -3.313
H -2.640 -6.234 -1.660
H -2.550 -8.232 -4.618
C 4.287 5.713 4.370
C 3.468 4.947 3.342
C 1.979 5.196 3.524
O 3.734 3.552 3.467
H 4.032 5.395 5.386
H 5.353 5.516 4.235
H 4.116 6.790 4.288
H 3.770 5.246 2.335
H 1.645 4.861 4.511
H 1.403 4.631 2.787
H 1.740 6.257 3.417
H 3.471 3.276 4.354
C 1.564 4.714 9.035
C 1.541 5.230 7.604
C 0.733 6.513 7.491
O 0.977 4.237 6.750
H 0.552 4.486 9.383
H 2.138 3.787 9.099
H 2.008 5.448 9.712
H 2.564 5.409 7.262
H -0.308 6.346 7.786
H 0.716 6.866 6.457
H 1.152 7.301 8.122
H 0.072 4.071 7.043
```

---

[2]
Density functional theory data (ωB97M-V with the def2-TZVPD basis set) for a molecular structure, C41H97N6O13V2.

Computed properties:
Charge = +1

Structure (XYZ):
```
159
C41H97N6O13V2, DFT ωB97M-V with the def2-TZVPD basis set
O 7.136 -5.509 3.650
V 6.138 -5.000 4.760
O 6.863 -5.197 6.202
O -0.546 -7.640 2.587
V 0.529 -7.549 3.821
O -0.237 -6.691 4.878
C 1.317 -1.933 1.117
C 2.153 -3.059 0.740
C 3.340 -2.533 -0.133
O 2.642 -3.839 1.778
H 0.375 -2.410 1.387
H 1.074 -1.350 0.229
H 1.687 -1.284 1.911
H 1.617 -3.723 0.062
H 3.719 -3.262 -0.849
H 4.134 -2.137 0.500
H 2.996 -1.713 -0.762
C 4.825 -10.864 -1.318
C 3.869 -9.691 -1.054
C 2.860 -9.368 -2.146
O 3.515 -8.780 -3.271
C 2.842 -8.644 -4.487
N 3.137 -10.048 0.162
H 4.318 -11.601 -1.940
H 5.175 -11.259 -0.365
H 5.750 -10.562 -1.811
H 4.380 -8.748 -0.859
H 2.035 -8.710 -1.871
H 2.241 -10.243 -2.343
H 2.959 -9.489 -5.165
H 3.184 -7.766 -5.036
H 1.772 -8.517 -4.325
H 2.630 -10.905 -0.002
H 3.901 -10.260 0.788
C 3.857 5.843 -2.695
C 4.837 4.885 -3.522
C 4.196 3.907 -4.451
O 5.149 3.116 -5.121
C 5.511 1.902 -4.496
N 5.749 5.714 -4.303
H 3.075 5.301 -2.162
H 3.204 6.437 -3.334
H 4.383 6.538 -2.040
H 5.508 4.351 -2.850
H 3.553 4.415 -5.170
H 3.548 3.289 -3.828
H 6.411 1.479 -4.944
H 4.706 1.213 -4.751
H 5.729 2.022 -3.435
H 5.308 6.548 -4.662
H 5.892 5.112 -5.102
C 10.951 1.495 6.019
O 10.228 0.441 5.473
C 9.525 0.821 4.332
C 8.707 -0.451 3.984
N 7.744 -0.726 5.040
C 6.674 0.267 5.006
C 5.781 -0.001 6.183
O 5.404 -1.293 6.153
C 4.271 -1.696 6.968
H 10.196 2.146 6.459
H 11.507 2.050 5.263
H 11.660 1.220 6.800
H 10.260 1.015 3.551
H 8.959 1.742 4.464
H 9.402 -1.285 3.892
H 8.220 -0.303 3.021
H 8.269 -0.551 5.884
H 6.127 0.114 4.076
H 6.910 1.331 4.995
H 4.879 0.538 5.894
H 6.262 0.277 7.121
H 4.577 -2.701 7.259
H 3.338 -1.598 6.414
H 4.248 -1.121 7.894
C -9.321 -6.132 -10.632
O -8.110 -5.606 -11.193
C -6.996 -5.721 -10.304
C -7.001 -4.694 -9.191
N -5.926 -4.613 -8.225
C -4.625 -4.428 -8.841
C -3.463 -4.425 -7.782
O -3.252 -3.018 -7.500
C -2.259 -2.760 -6.549
H -9.141 -7.067 -10.102
H -9.939 -6.387 -11.493
H -9.913 -5.496 -9.974
H -6.124 -5.506 -10.922
H -6.972 -6.775 -10.028
H -7.874 -4.851 -8.559
H -7.077 -3.714 -9.663
H -5.970 -3.837 -7.581
H -4.594 -3.461 -9.343
H -4.348 -5.152 -9.607
H -2.547 -4.824 -8.217
H -3.686 -4.970 -6.865
H -2.331 -3.169 -5.540
H -1.914 -1.735 -6.415
H -1.354 -3.192 -6.975
C -3.899 5.247 7.218
C -2.622 5.065 8.083
C -1.449 5.778 7.417
C -1.386 7.322 7.625
C -1.535 7.647 9.113
C -2.641 6.855 9.918
N -2.659 5.445 9.511
O -3.534 4.626 10.285
C -2.181 6.870 11.434
C -4.024 7.559 9.831
C -2.218 3.570 7.957
H -4.242 6.281 7.174
H -4.793 4.723 7.556
H -3.796 4.984 6.166
H -0.537 5.318 7.796
H -1.412 5.523 6.358
H -2.261 7.846 7.242
H -0.519 7.829 7.201
H -1.754 8.709 9.219
H -0.597 7.624 9.668
H -1.113 6.713 11.586
H -2.341 7.852 11.879
H -2.797 6.240 12.075
H -4.132 7.654 8.751
H -4.877 6.966 10.161
H -4.027 8.546 10.295
H -1.405 3.245 8.607
H -2.041 3.370 6.901
H -3.079 2.941 8.185
H -2.943 4.048 10.774
C -5.995 4.238 -5.486
C -4.718 3.433 -4.951
C -4.073 4.322 -3.790
C -4.854 4.304 -2.537
C -4.960 2.867 -2.081
C -5.705 1.953 -3.091
N -5.068 2.137 -4.394
O -5.536 1.207 -5.350
C -5.510 0.486 -2.594
C -7.284 2.281 -3.026
C -3.701 3.244 -6.074
H -6.575 4.805 -4.758
H -6.641 3.578 -6.066
H -5.706 4.948 -6.261
H -3.020 4.063 -3.679
H -4.060 5.372 -4.085
H -5.812 4.808 -2.666
H -4.302 4.865 -1.783
H -5.162 2.793 -1.013
H -3.979 2.393 -2.120
H -6.143 0.413 -1.710
H -5.860 -0.241 -3.327
H -4.528 0.275 -2.169
H -7.796 1.505 -3.596
H -7.591 2.298 -1.980
H -7.550 3.235 -3.482
H -3.005 2.448 -5.813
H -3.322 4.174 -6.498
H -4.264 2.795 -6.892
H -4.774 0.623 -5.329
```

---

Table of calculated total energy (hartree), in record order: -4294.71149, -4814.01155
Table of HOMO-LUMO gap (eV), in record order: 5.96, 2.12